Density functional theory data (the ωB97M-V functional and the def2-TZVPD basis) for an isolated molecule of C4H8O2.

Structure (XYZ):
```
14
Properties=species:S:1:pos:R:3:forces:R:3
C 1.190152 -0.814293 0.992362 0.1 0.0 0.0
C -0.117724 -0.629378 0.240680 0.2 -0.2 -0.1
O -1.036268 -0.108233 1.179233 -0.2 0.0 0.0
C 0.073615 0.313738 -0.985937 0.0 0.0 0.0
C -1.060141 1.300683 -1.129317 -0.3 -0.1 0.0
O -2.227296 0.975387 -1.095391 0.5 0.2 0.0
H 1.019121 -1.414329 1.891089 0.0 0.1 -0.2
H 1.946730 -1.307256 0.373512 -0.1 0.1 0.0
H 1.575492 0.164077 1.301689 -0.1 -0.1 0.0
H -0.472478 -1.606712 -0.119542 0.0 0.2 0.1
H -1.891646 -0.035997 0.730771 0.1 0.0 0.2
H 0.095222 -0.279044 -1.911645 0.0 0.1 0.2
H 1.024475 0.857470 -0.929473 -0.2 -0.1 0.1
H -0.785907 2.368580 -1.255952 -0.1 -0.1 -0.1
```
Positions in Å, forces in eV/Å.

energy relative to the best compared isomer or geometry (same formula, charge and spin): 26.5 kcal per mole
E: -307.67020 a.u.
charge: 0
HOMO: -10.10 eV
SMILES string: C[C@@H](O)CC=O